A molecular structure, C25H26Br2N4O4Rh at a distorted geometry, computed with ωB97M-V/def2-TZVPD.

Last column: Löwdin charge in e.
Cartesian coordinates (Å):
Rh (0.0702, 0.0556, 0.5682)  1.037
O (1.2186, 2.4466, -4.3243)  0.073
C (2.3547, 2.4535, -3.5876)  -0.251
C (3.4322, 3.1474, -4.1396)  -0.001
C (4.6312, 3.2204, -3.4698)  -0.057
C (4.8039, 2.5919, -2.2337)  -0.077
C (3.7508, 1.8977, -1.6950)  -0.024
C (2.5046, 1.8179, -2.3504)  -0.084
C (1.4203, 1.0987, -1.6900)  -0.378
O (1.6421, 0.4287, -0.6108)  -0.131
N (0.2098, 1.1339, -2.2123)  0.073
N (-0.6552, 0.4943, -1.3954)  -0.066
C (-1.9001, 0.4494, -1.8054)  -0.037
C (-2.8902, -0.2808, -1.1423)  -0.173
C (-4.2480, -0.1941, -1.5934)  -0.021
C (-5.2197, -0.9303, -1.0081)  -0.066
C (-4.8805, -1.8021, 0.0612)  -0.046
C (-3.5985, -1.9058, 0.5053)  -0.007
C (-2.5647, -1.1410, -0.0952)  -0.351
O (-1.3340, -1.2943, 0.3429)  -0.245
H (0.5243, 1.9869, -3.8158)  0.069
H (3.2926, 3.6197, -5.1011)  0.125
H (5.4474, 3.7778, -3.9110)  0.113
H (5.7495, 2.6503, -1.7153)  0.106
H (3.8597, 1.3921, -0.7444)  0.110
H (-2.1346, 0.9905, -2.7116)  0.149
H (-4.4795, 0.4767, -2.4116)  0.121
H (-6.2425, -0.8678, -1.3508)  0.112
H (-5.6586, -2.3915, 0.5285)  0.115
H (-3.3225, -2.5686, 1.3141)  0.117
Br (-1.6819, 2.0031, 1.5655)  0.768
C (-1.8510, 1.2014, 3.3225)  -0.940
Br (-1.1261, -0.5720, 3.3647)  0.725
H (-2.9079, 1.1430, 3.5498)  0.013
H (-1.3098, 1.8242, 4.0236)  0.012
C (2.2227, -3.7282, 2.6900)  -0.065
C (2.6570, -2.8198, 3.8273)  -0.204
N (4.0293, -2.3297, 3.7035)  -0.046
C (5.1177, -3.2853, 3.9575)  -0.186
C (5.8342, -3.7125, 2.6921)  -0.064
C (4.3892, -1.0591, 3.4454)  -0.423
O (5.5418, -0.6674, 3.4653)  0.092
C (3.3285, -0.0276, 3.1278)  -0.081
C (3.3999, 1.2152, 3.7445)  0.051
C (2.4947, 2.1992, 3.3929)  0.000
C (1.5394, 1.9230, 2.4345)  -0.125
N (1.4754, 0.7305, 1.8286)  -0.135
C (2.3693, -0.2181, 2.1639)  -0.072
H (1.1637, -3.9714, 2.7774)  0.080
H (2.7759, -4.6677, 2.7003)  0.079
H (2.3894, -3.2658, 1.7157)  0.069
H (2.5920, -3.3662, 4.7707)  0.127
H (1.9862, -1.9662, 3.9247)  0.094
H (4.6706, -4.1432, 4.4608)  0.121
H (5.8215, -2.8185, 4.6456)  0.125
H (5.1493, -4.1773, 1.9817)  0.069
H (6.6129, -4.4366, 2.9299)  0.083
H (6.3059, -2.8535, 2.2157)  0.076
H (4.1758, 1.3958, 4.4773)  0.141
H (2.5298, 3.1812, 3.8413)  0.124
H (0.8202, 2.6622, 2.1199)  0.066
H (2.3213, -1.1463, 1.6094)  0.119

Atoms 1-6, force components in eV/Å:
-0.2 -0.4 -3.0
0.2 -0.1 0.4
-0.4 0.1 -0.5
0.1 0.0 0.1
0.1 0.1 0.0
0.0 0.0 -0.1

As for the net charge: +1. The frontier orbital gap (spin up / spin down) comes out at 0.208 / 0.218 Eh. Its energy above the lowest of the compared OMol25 structures with the same formula, charge and spin is 2.101 eV.